1.
DFT (ωB97M-V/def2-TZVPD) results for a molecular structure, C20H43HgN2OP2 in a non-equilibrium geometry.

Structure (XYZ):
```
69
Properties=species:S:1:pos:R:3
Hg 0.127 -0.272 -0.325
P 0.498 0.680 -2.402
P -0.739 -1.678 1.380
N -0.618 -2.003 -1.680
C -0.524 -0.380 -3.519
H -1.166 0.270 -4.139
H 0.160 -0.901 -4.220
C -1.388 -1.401 -2.786
H -2.287 -0.934 -2.361
H -1.704 -2.224 -3.450
C -1.199 -3.139 -0.923
H -0.367 -3.822 -0.703
H -1.894 -3.650 -1.596
C -1.870 -2.690 0.372
H -2.208 -3.576 0.945
H -2.766 -2.085 0.151
C -1.636 -0.977 2.806
C -2.204 0.429 2.661
H -3.058 0.507 2.008
H -1.456 1.110 2.250
H -2.432 0.863 3.635
C 0.566 -2.804 2.018
C 1.663 -2.030 2.778
H 2.649 -2.411 2.488
H 1.566 -2.156 3.863
H 1.622 -0.959 2.538
C 2.214 0.540 -3.028
C 3.052 1.739 -2.560
H 4.134 1.532 -2.628
H 2.811 1.993 -1.528
H 2.855 2.610 -3.204
C -0.131 2.376 -2.698
C 0.399 3.432 -1.715
H -0.243 4.327 -1.757
H 1.424 3.744 -1.951
H 0.385 3.054 -0.683
C -1.625 0.690 -0.303
O -2.640 1.314 -0.303
C -0.041 -3.939 2.883
H -1.093 -3.757 3.123
H 0.029 -4.912 2.376
H 0.511 -4.025 3.830
C 2.141 0.477 -4.565
H 2.893 1.144 -5.008
H 2.322 -0.538 -4.917
H 1.159 0.793 -4.942
C 0.079 2.793 -4.168
H -0.363 3.786 -4.338
H 1.144 2.862 -4.418
H -0.398 2.097 -4.867
C -0.771 -1.111 4.064
H 0.180 -0.564 3.968
H -1.291 -0.696 4.938
H -0.548 -2.160 4.267
H -2.507 -1.658 2.902
H -1.212 2.270 -2.513
H 1.015 -3.235 1.119
H 2.668 -0.394 -2.645
H 0.327 -2.232 -1.984
H 1.507 -1.072 -0.266
C -0.552 2.841 4.289
C 0.597 2.661 3.329
C 0.330 1.757 2.244
N 0.117 1.070 1.410
H -1.427 3.229 3.743
H -0.328 3.533 5.113
H -0.822 1.865 4.724
H 0.880 3.676 2.950
H 1.483 2.319 3.926
```

As for the charge: +1. For the total energy, the calculation gives -49204.4985 eV. The calculation puts the HOMO-LUMO gap (alpha / beta) at 5.41 / 5.41 eV. The value obtained for the HOMO energy (alpha / beta) is -8.0 / -8.0 eV.


2.
DFT (ωB97M-V/def2-TZVPD) results for a molecular structure, C20H43InN2P3Se in a non-equilibrium geometry.

Structure (XYZ):
```
70
Properties=species:S:1:pos:R:3
In -0.246 -1.289 -0.354
P 0.308 2.241 0.677
P -2.654 0.032 -0.604
P 2.359 -0.622 -0.692
H -1.485 -3.635 -5.433
C -0.873 -4.249 -4.791
C -0.590 -4.020 -3.516
H -1.111 -3.326 -2.881
C 0.570 3.839 -0.235
C -0.972 2.861 1.818
C 1.702 2.483 1.854
C -3.636 -0.803 -1.913
C -3.558 -0.296 0.936
C -3.095 1.780 -0.916
C 3.070 -1.664 -2.017
C 3.192 -1.132 0.834
C 3.127 0.992 -1.052
H -0.543 -5.167 -5.273
H 0.187 -4.636 -3.080
H 0.836 4.605 0.511
H -0.354 4.120 -0.761
H 1.385 3.716 -0.965
H -0.511 3.640 2.428
H -1.314 2.055 2.466
H -1.811 3.306 1.288
H 1.529 3.462 2.314
H 2.667 2.507 1.343
H 1.681 1.699 2.617
H -4.693 -0.507 -1.819
H -3.554 -1.895 -1.815
H -3.259 -0.505 -2.903
H -4.394 0.404 1.026
H -2.889 -0.166 1.795
H -3.930 -1.324 0.931
H -4.191 1.851 -0.973
H -2.651 2.131 -1.859
H -2.742 2.426 -0.106
H 4.168 -1.587 -1.979
H 2.710 -1.317 -2.997
H 2.773 -2.712 -1.878
H 4.262 -1.240 0.642
H 2.782 -2.087 1.174
H 3.033 -0.389 1.622
H 4.105 0.807 -1.521
H 3.286 1.576 -0.141
H 2.506 1.574 -1.750
C 0.191 0.803 -4.367
C -0.263 -0.491 -4.698
C -0.016 -1.043 -5.937
C 0.594 -0.268 -6.936
C 1.011 1.045 -6.640
C 0.821 1.583 -5.371
Se -0.068 1.462 -2.677
H -0.343 -1.592 -2.093
H -0.767 -1.078 -3.937
H -0.311 -2.074 -6.128
H 0.764 -0.677 -7.928
H 1.469 1.662 -7.406
H 1.149 2.586 -5.101
C -1.254 -0.591 5.117
N -0.101 -0.942 4.287
C 0.969 -1.745 4.876
C -0.091 -0.726 3.015
N 0.069 -0.567 1.846
H -0.996 -0.826 6.149
H -2.162 -1.146 4.844
H -1.478 0.480 5.052
H 1.070 -2.708 4.360
H 1.922 -1.213 4.795
H 0.728 -1.911 5.921
```

As for the charge: +3. The calculation puts the energy above the lowest of the compared OMol25 structures with the same formula, charge and spin at 107.12 kcal/mol. For the total energy, the calculation gives -122774.0585 eV. The calculation puts the HOMO-LUMO gap (alpha / beta) at 4.25 / 4.46 eV. The value obtained for the HOMO energy (alpha / beta) is -16.5 / -16.6 eV.


The highest total energy belongs to which entry?
C20H43HgN2OP2


Among the records above, which one has the lowest total energy?
C20H43InN2P3Se